No. 1
DFT (ωB97M-V/def2-TZVPD) results for a 3-piece molecular cluster, C8H24BrN2O2 overall in a non-equilibrium geometry.

The geometry in XYZ format:
```
37
Properties=species:S:1:pos:R:3:forces:R:3
C 3.775 -2.266 0.516 -2.379 0.901 -0.126
C 2.183 -2.019 0.553 0.337 0.008 -0.478
C 1.734 -0.688 -0.158 0.555 -1.419 0.051
O 2.372 -0.719 -1.415 0.320 -1.646 1.020
C 2.094 0.412 -2.126 -0.370 2.681 -0.056
N 1.397 -3.169 -0.139 0.760 -0.107 0.738
H 1.581 -4.070 0.277 0.886 -0.485 0.288
H 0.402 -3.128 0.030 -0.630 0.794 -0.430
H 1.625 -3.260 -1.119 -0.054 0.268 -0.623
H 4.018 -3.309 0.720 0.071 0.143 -0.084
H 4.135 -1.620 1.317 0.274 -0.193 -0.021
H 4.137 -1.880 -0.437 0.199 -0.422 0.120
H 1.843 -2.098 1.585 -0.062 0.305 -0.027
H 1.909 0.177 0.482 1.027 0.206 -0.040
H 0.665 -0.563 -0.335 -0.569 -0.758 0.099
H 2.377 1.244 -1.481 0.259 0.575 -0.176
H 1.023 0.565 -2.255 -0.357 -0.302 -0.462
H 2.625 0.550 -3.068 0.000 -0.705 0.129
C -0.803 1.698 2.228 1.047 -0.554 -0.333
C -1.889 1.853 1.230 -2.049 0.415 0.225
C -1.666 1.702 -0.245 -0.152 -0.298 -1.743
O -2.921 1.833 -0.944 0.828 -0.031 2.005
C -2.855 1.752 -2.344 -0.869 0.257 -1.304
N -3.039 0.951 1.634 -0.668 -0.264 -0.610
H -3.344 1.018 2.595 0.189 0.277 0.571
H -3.846 1.165 1.066 -0.519 0.503 -0.519
H -2.893 -0.027 1.427 0.577 -0.573 0.079
H 0.019 2.338 1.910 0.005 0.238 0.565
H -0.400 0.685 2.231 0.017 -0.231 -0.173
H -1.145 1.863 3.250 0.137 0.532 -0.130
H -2.377 2.824 1.311 0.292 0.312 0.199
H -1.241 0.765 -0.605 0.240 -0.501 0.560
H -0.939 2.452 -0.558 -0.053 0.397 0.024
H -3.135 2.710 -2.780 0.452 0.241 0.080
H -3.647 1.097 -2.708 0.088 -0.358 0.243
H -1.912 1.410 -2.770 0.192 0.033 0.347
Br -1.866 -2.248 1.125 -0.020 -0.239 -0.007
```
Forces are in eV/Å.

Properties
⟨S²⟩ = 0.75
E_LUMO (spin up / spin down) = -5.71 / -11.13 eV
total charge = +2
energy above the lowest of the compared OMol25 structures with the same formula, charge and spin = 0.000 eV
HOMO (spin up / spin down) = -0.593 / -0.593 Ha
2S+1 = 2
orbital gap (spin up / spin down) = 0.3833 / 0.1842 hartree
energy = -3152.54303 Eh

From a Mulliken analysis of the wavefunction, the atomic charges in e read: -1.17, -0.08, -0.14, -0.39, -0.67, -0.15, 0.39, 0.08, 0.37, 0.41, 0.36, 0.32, 0.37, 0.53, -0.05, 0.35, 0.17, 0.31, -1.35, 0.35, -0.39, -0.41, -0.70, -0.06, 0.39, 0.42, 0.03, 0.37, 0.28, 0.44, 0.23, 0.16, 0.46, 0.28, 0.28, 0.27, -0.06



No. 2
DFT (ωB97M-V/def2-TZVPD) results for C8H24ClCrI2OP2 as an isolated structure in a non-equilibrium geometry.

The geometry in XYZ format:
```
39
Properties=species:S:1:pos:R:3:forces:R:3
I -1.960 -0.127 0.316 0.536 0.147 -0.031
I 0.195 0.873 -2.613 0.704 -0.358 1.045
Cr 0.433 -0.150 -0.170 -0.840 0.039 -0.324
P 0.601 2.390 0.489 -1.521 2.291 0.359
C -0.662 3.473 -0.427 0.619 -1.057 -0.100
C 0.226 2.823 2.263 -0.191 -0.731 0.015
H 0.690 3.827 2.486 -0.485 -1.114 -0.335
H 2.223 4.141 0.865 -0.262 -0.290 -0.092
H 0.662 2.027 2.908 -0.393 0.759 -0.191
H 2.980 2.558 0.587 0.055 0.177 -0.074
H -1.657 3.019 -0.303 0.321 0.253 -0.087
H -0.886 2.870 2.381 0.941 -0.111 0.065
C 2.173 3.224 0.263 0.839 -0.306 -0.587
H -0.659 4.493 -0.025 0.138 -0.279 0.064
H 2.324 3.490 -0.789 0.056 -0.159 0.146
H -0.379 3.471 -1.496 -0.249 0.200 0.588
P 0.085 -2.507 -1.164 -0.496 0.591 -1.597
C -1.101 -2.414 -2.587 0.071 0.223 0.591
C 1.666 -2.655 -1.985 0.339 0.357 0.032
H 0.261 -4.089 0.666 -0.147 -0.093 -0.349
H 0.446 -4.813 -0.968 -0.335 0.244 0.281
H -1.197 -4.400 -0.342 0.288 0.143 0.057
C -0.141 -4.101 -0.359 -0.125 -0.113 0.727
H 2.442 -2.317 -1.309 0.451 -0.023 -0.031
H 1.832 -3.696 -2.227 0.140 -0.261 -0.107
H -1.178 -3.398 -3.049 -0.019 -0.096 0.043
H -0.728 -1.687 -3.324 -0.103 -0.382 0.334
H 1.668 -2.061 -2.898 0.103 0.072 0.055
H -2.086 -2.091 -2.234 0.113 -0.157 -0.163
Cl 1.524 -0.801 1.566 -0.049 0.243 -0.691
C -3.111 -0.281 4.664 0.431 -0.981 0.090
C -3.336 -1.157 3.434 -0.548 0.086 1.215
O -4.081 -0.322 2.582 0.300 0.592 -2.055
H -2.248 0.374 4.518 0.000 -0.093 0.178
H -2.995 -0.919 5.553 0.138 0.490 -0.163
H -3.992 0.343 4.762 -0.133 0.001 0.237
H -2.422 -1.545 2.974 0.129 0.126 0.024
H -3.987 -2.001 3.657 0.222 -0.265 0.262
H -3.810 -0.503 1.667 -1.039 -0.167 0.570
```
Forces are in eV/Å.

Properties
⟨S²⟩ = 4.08
E_LUMO (spin up / spin down) = -10.73 / -11.58 eV
total charge = +2
HOMO (spin up / spin down) = -0.563 / -0.565 Ha
2S+1 = 4
orbital gap (spin up / spin down) = 0.1684 / 0.1399 hartree
energy = -3176.57157 Eh

From a Mulliken analysis of the wavefunction, the atomic charges in e read: 0.40, 0.11, 0.46, 0.68, -1.07, -1.07, 0.43, 0.43, 0.34, 0.37, 0.32, 0.34, -1.12, 0.40, 0.34, 0.36, 0.95, -1.10, -1.22, 0.37, 0.43, 0.37, -1.15, 0.41, 0.41, 0.40, 0.30, 0.37, 0.35, -0.42, -1.01, -0.02, -0.47, 0.20, 0.33, 0.31, 0.15, 0.26, 0.07



No. 3
DFT (ωB97M-V/def2-TZVPD) results for C8H24FKO4 as an isolated structure in a non-equilibrium geometry.

The geometry in XYZ format:
```
38
Properties=species:S:1:pos:R:3:forces:R:3
K 2.957 1.964 1.141 -0.858 -0.416 -0.073
F 0.782 0.324 0.542 0.506 0.508 0.180
C -0.077 0.333 -3.598 -0.608 0.549 -0.182
C 1.310 0.596 -3.086 0.583 -0.725 1.519
O 1.674 -0.347 -2.047 -0.070 0.493 -0.213
H -0.742 -0.060 -2.827 0.309 -0.339 0.114
H -0.038 -0.344 -4.449 -0.337 0.014 0.006
H -0.564 1.282 -3.851 0.153 -0.154 -0.540
H 1.384 1.592 -2.627 0.063 0.076 -0.477
H 2.076 0.438 -3.846 -0.142 0.415 -0.117
H 1.197 -0.061 -1.245 0.108 -0.314 0.146
C -1.224 3.772 -1.839 0.436 0.813 -0.798
C -1.376 2.928 -0.597 1.028 -0.884 0.379
O -0.068 2.859 0.019 0.139 0.529 0.181
H -0.531 4.607 -1.678 -0.095 -0.075 0.621
H -2.104 4.278 -2.246 -0.285 -0.546 0.180
H -0.709 3.251 -2.650 -0.344 -0.367 0.038
H -1.615 1.871 -0.765 -0.494 0.315 -0.542
H -2.122 3.297 0.113 0.202 0.291 -0.041
H 0.193 1.930 0.149 -0.380 -0.369 0.116
C -0.097 -1.422 3.933 0.034 0.201 -0.383
C -0.198 0.092 4.055 0.784 -0.239 -0.292
O 0.886 0.716 3.351 0.229 0.088 -0.293
H -0.936 -1.905 4.436 -0.022 -0.104 -0.187
H 0.836 -1.836 4.318 0.024 0.260 0.272
H -0.089 -1.637 2.861 -0.365 -0.323 0.079
H -0.104 0.407 5.093 -0.186 0.162 -0.037
H -1.132 0.437 3.609 -0.155 0.016 0.288
H 0.805 0.476 2.404 -0.253 -0.037 0.093
C -0.028 -4.188 0.593 0.153 -0.550 -0.397
C 0.013 -3.014 -0.367 0.196 0.414 0.378
O -0.741 -1.922 0.131 -0.325 0.064 0.115
H 0.621 -4.998 0.238 0.108 0.138 -0.035
H -1.024 -4.633 0.613 -0.094 0.246 0.308
H 0.309 -3.917 1.592 -0.167 0.083 0.049
H -0.409 -3.318 -1.329 0.111 0.059 -0.058
H 1.041 -2.669 -0.520 0.019 -0.245 -0.196
H -0.157 -1.180 0.375 -0.007 -0.048 -0.201
```
Forces are in eV/Å.

Properties
E_LUMO = -0.88 eV
total charge = 0
energy above the lowest of the compared OMol25 structures with the same formula, charge and spin = 0.219 eV
HOMO = -0.333 Ha
orbital gap = 0.3004 hartree
energy = -1319.97504 Eh

From a Mulliken analysis of the wavefunction, the atomic charges in e read: 0.97, -0.96, -0.92, -0.15, -0.51, 0.24, 0.32, 0.28, 0.19, 0.29, 0.24, -0.97, -0.04, -0.56, 0.28, 0.35, 0.10, 0.19, 0.27, 0.39, -0.40, -0.34, -0.50, 0.35, 0.27, -0.18, 0.29, 0.24, 0.31, -1.10, -0.06, -0.49, 0.36, 0.27, 0.23, 0.30, 0.23, 0.21



No. 4
DFT (ωB97M-V/def2-TZVPD) results for C8H24LiN2O3 as an isolated structure in a non-equilibrium geometry.

The geometry in XYZ format:
```
38
Properties=species:S:1:pos:R:3:forces:R:3
Li 0.243 1.888 0.100 -0.824 0.067 0.076
O 2.486 3.738 -0.678 -0.455 -0.453 0.167
H 3.101 4.042 -0.011 0.213 0.057 0.231
H 2.572 4.371 -1.391 -0.032 0.150 -0.280
C -4.559 2.929 1.071 0.276 -0.507 -0.932
C -3.261 2.208 0.524 -1.407 0.803 -0.298
C -3.132 2.187 -1.055 0.349 0.799 2.145
O -1.980 1.404 -1.280 1.099 -0.988 -0.714
C -1.747 0.847 -2.613 -1.229 1.029 0.605
N -2.065 2.899 1.138 0.011 -0.964 -0.806
H -4.793 2.601 2.084 0.514 0.433 0.227
H -5.504 2.731 0.566 0.211 -0.464 -0.577
H -4.448 4.007 0.952 0.133 0.090 0.509
H -3.328 1.160 0.816 0.476 0.062 0.242
H -2.966 3.228 -1.334 0.146 0.192 -0.485
H -4.049 1.865 -1.549 0.104 -0.501 0.092
H -2.440 0.039 -2.845 0.057 -0.243 0.346
H -0.716 0.499 -2.675 -0.155 0.191 0.018
H -1.998 1.637 -3.321 0.556 0.016 -0.321
H -2.139 2.859 2.144 -0.036 -0.446 0.296
H -2.190 3.889 0.980 0.052 0.320 -0.399
C 3.736 -1.268 0.788 -1.060 -1.448 -1.690
C 2.368 -1.748 0.068 0.377 -0.722 1.271
C 2.234 -3.311 -0.199 1.199 -0.813 0.325
O 2.405 -4.162 1.048 -0.155 2.355 -2.065
C 2.476 -5.535 0.787 -0.014 -1.055 0.269
N 1.190 -1.391 0.922 1.280 0.515 0.219
H 3.935 -1.796 1.720 -0.101 0.323 0.067
H 3.855 -0.185 0.804 -0.524 -0.019 0.506
H 4.488 -1.566 0.058 0.314 -0.250 0.184
H 2.404 -1.100 -0.807 -0.505 -0.785 -0.636
H 2.885 -3.693 -0.985 1.122 0.231 0.338
H 1.321 -3.608 -0.715 -0.951 0.558 0.666
H 3.264 -5.903 0.130 0.469 0.681 -0.258
H 1.574 -5.987 0.374 -0.500 0.347 0.007
H 2.665 -6.025 1.742 -0.116 0.125 0.090
H 0.472 -2.098 0.856 -0.236 -0.089 -0.447
H 1.640 -1.651 1.787 -0.659 0.403 1.010
```
Forces are in eV/Å.

Properties
E_LUMO = -3.18 eV
total charge = +1
energy above the lowest of the compared OMol25 structures with the same formula, charge and spin = 3.738 eV
HOMO = -0.446 Ha
orbital gap = 0.3287 hartree
energy = -661.70968 Eh

From a Mulliken analysis of the wavefunction, the atomic charges in e read: 0.78, -0.59, 0.32, 0.30, -1.36, 0.20, -0.71, -0.21, -0.71, -0.49, 0.36, 0.38, 0.38, 0.26, 0.31, 0.40, 0.29, 0.20, 0.34, 0.27, 0.24, -1.26, 0.05, -0.87, -0.30, -0.80, -0.57, 0.35, 0.36, 0.35, 0.25, 0.52, 0.47, 0.32, 0.31, 0.27, 0.26, 0.32



No. 5
DFT (ωB97M-V/def2-TZVPD) results for a 4-piece molecular cluster, C8H24O4 overall in a non-equilibrium geometry.

The geometry in XYZ format:
```
36
Properties=species:S:1:pos:R:3:forces:R:3
C -0.191 -2.155 -2.379 -0.243 -1.037 0.852
C 1.229 -1.813 -2.879 -2.662 -0.780 -1.322
O 1.991 -1.338 -1.824 0.448 0.738 0.751
H -0.894 -2.679 -3.027 0.531 0.323 -0.990
H -0.765 -1.302 -2.019 0.340 0.392 -0.016
H -0.218 -2.888 -1.573 0.591 0.118 0.481
H 0.996 -1.089 -3.660 0.703 0.593 -0.094
H 1.711 -2.645 -3.391 -0.067 -0.280 0.233
H 2.850 -1.108 -2.186 0.245 0.024 0.218
C 1.258 3.275 0.258 0.800 0.173 0.591
C 0.486 2.287 -0.606 -1.907 -0.480 -1.372
O -0.894 2.467 -0.398 0.645 0.320 -0.820
H 2.270 3.106 -0.111 0.209 0.326 0.068
H 1.252 3.010 1.315 -0.136 -0.198 -0.068
H 0.960 4.320 0.177 -0.088 -0.228 -0.469
H 0.649 1.263 -0.271 0.534 -0.418 0.442
H 0.552 2.283 -1.694 0.738 0.611 0.166
H -1.069 2.178 0.500 -0.744 -0.655 1.783
C -3.665 1.218 0.623 -0.925 -0.406 1.033
C -2.684 0.078 0.527 0.164 -0.732 -0.844
O -1.548 0.311 1.364 -0.018 1.592 -0.100
H -3.275 2.235 0.670 0.244 -0.109 -0.252
H -4.222 1.065 1.548 0.083 0.303 0.266
H -4.457 1.158 -0.124 0.377 0.008 -0.368
H -2.371 -0.080 -0.505 0.309 0.182 -0.216
H -3.156 -0.873 0.774 -0.137 0.086 0.380
H -0.949 -0.432 1.470 -0.042 -0.652 -0.260
C 1.479 -0.664 2.633 -0.265 1.768 0.430
C 1.814 -1.806 1.815 1.319 -2.344 -1.598
O 0.804 -2.281 0.926 -0.979 0.416 0.532
H 2.324 -0.394 3.266 -0.107 -0.141 0.259
H 0.572 -0.782 3.227 0.048 0.031 0.042
H 1.397 0.169 1.934 -0.499 0.544 0.134
H 2.156 -2.649 2.416 -0.184 -0.141 0.027
H 2.629 -1.571 1.130 0.583 0.194 0.420
H 0.977 -1.875 0.073 0.092 -0.141 -0.317
```
Forces are in eV/Å.

Properties
⟨S²⟩ = 0.75
E_LUMO (spin up / spin down) = -2.72 / -9.45 eV
total charge = +1
energy above the lowest of the compared OMol25 structures with the same formula, charge and spin = 1.331 eV
HOMO (spin up / spin down) = -0.488 / -0.488 Ha
2S+1 = 2
orbital gap (spin up / spin down) = 0.3885 / 0.1407 hartree
energy = -619.73887 Eh

From a Mulliken analysis of the wavefunction, the atomic charges in e read: -0.98, -0.23, -0.43, 0.41, 0.05, 0.33, 0.30, 0.37, 0.27, -1.03, 0.18, -0.13, 0.36, 0.35, 0.36, 0.06, 0.33, 0.40, -1.18, -0.08, -0.55, 0.32, 0.33, 0.35, 0.09, 0.52, 0.26, -0.76, -0.15, -0.51, 0.40, 0.27, -0.03, 0.34, 0.25, 0.16



No. 6
DFT (ωB97M-V/def2-TZVPD) results for C8H24O4S4 as an isolated structure in a non-equilibrium geometry.

The geometry in XYZ format:
```
40
Properties=species:S:1:pos:R:3:forces:R:3
C -0.407 -0.134 -2.091 -3.850 3.430 -2.863
S -1.827 -0.071 -3.299 0.865 -0.378 -0.276
O -1.205 0.226 -4.652 -0.350 -0.009 1.169
C -2.020 -1.867 -3.312 -0.327 -0.287 -0.277
H -0.037 0.888 -2.008 -2.243 -0.147 -0.505
H 0.392 -0.687 -2.585 -1.276 0.821 -1.119
H -0.621 -0.522 -1.095 -1.238 0.705 -0.718
H -1.014 -2.257 -3.471 -0.142 -0.252 0.217
H -2.662 -2.198 -4.128 0.108 0.466 -0.311
H -2.527 -2.266 -2.434 0.464 0.186 0.413
C 1.295 -0.595 1.142 2.735 -3.700 -2.908
S 1.774 -0.855 -0.652 0.331 -1.376 0.211
O 0.680 -1.662 -1.382 6.255 -3.216 2.884
C 1.632 0.868 -1.208 1.750 0.671 0.022
H 1.749 0.290 1.588 2.033 -2.005 -0.274
H 1.407 -1.514 1.717 2.118 1.476 -1.883
H 0.244 -0.320 1.051 0.340 -1.766 -0.070
H 0.917 1.484 -0.662 0.333 -0.958 -1.092
H 1.383 0.924 -2.268 1.380 0.095 0.367
H 2.618 1.301 -1.040 0.304 -0.138 0.081
C 2.339 3.209 1.210 -0.786 0.419 0.841
S 0.660 2.565 0.833 -1.352 1.972 3.754
O 0.601 1.152 1.460 -3.429 9.699 0.102
C -0.323 3.610 2.069 -0.233 -0.030 0.556
H 3.073 2.590 0.694 -0.064 0.537 -0.189
H 2.569 3.263 2.274 -0.312 -0.952 0.263
H 2.296 4.286 1.044 0.311 -0.088 -1.173
H -1.400 3.668 1.911 0.052 -0.245 -1.139
H -0.030 4.642 2.266 0.553 -0.052 -0.444
H -0.345 3.096 3.030 0.831 -0.319 -0.027
C 0.131 -2.486 2.106 -2.962 -1.084 2.436
S -0.680 -2.570 0.454 -1.989 -3.567 1.388
O -0.734 -4.105 0.159 -0.304 3.266 0.588
C -2.414 -1.809 0.888 0.326 -0.418 0.721
H 0.201 -1.446 2.425 -0.708 -0.940 0.379
H 1.089 -3.007 2.075 -0.347 -0.160 -0.119
H -0.439 -2.854 2.960 -0.575 -1.180 -0.459
H -2.274 -0.729 0.856 0.180 0.046 -0.264
H -2.868 -2.016 1.857 0.596 -0.378 0.368
H -3.222 -2.094 0.214 0.623 -0.145 -0.650
```
Forces are in eV/Å.

Properties
E_LUMO = -0.05 eV
total charge = 0
energy above the lowest of the compared OMol25 structures with the same formula, charge and spin = 11.735 eV
HOMO = -0.288 Ha
orbital gap = 0.2863 hartree
energy = -2212.35096 Eh

From a Mulliken analysis of the wavefunction, the atomic charges in e read: -0.99, 0.37, -0.66, -0.76, 0.09, 0.73, 0.17, 0.21, 0.40, 0.22, -0.54, 0.24, -0.52, -0.62, 0.49, 0.23, 0.10, -0.16, 0.61, 0.35, -1.10, 0.45, -0.65, -1.09, 0.31, 0.36, 0.48, 0.35, 0.38, 0.34, -1.15, 0.84, -0.73, -1.02, 0.35, 0.31, 0.56, 0.28, 0.39, 0.36



> What is the total charge in the sixth record?

0



> Look up the total charge of the fourth one.

+1



> Which formula does entry 5 have?

C8H24O4